{"formula": "C3H5N2", "method": "ωB97M-V/def2-TZVPD", "lumo_ha": -0.2130, "homo_lumo_gap_ha": 0.373, "relative_energy_kcal_mol": 112.8, "charge": 1, "e_tot_ev": -6161.0016, "homo_energy_ev": -15.9, "symbols": ["C", "C", "C", "N", "N", "H", "H", "H", "H", "H"], "coordinates": [[0.905, 0.731, 0.015], [-0.488, 1.092, -0.084], [0.394, -1.029, -0.146], [1.801, -0.039, 0.101], [-0.851, -0.314, 0.111], [-0.858, 1.780, 0.679], [-0.749, 1.460, -1.085], [0.489, -1.354, -1.187], [0.611, -1.820, 0.571], [-1.253, -0.507, 1.025]], "lowdin_charge": [-0.0021, -0.0665, -0.0100, 0.3005, 0.0128, 0.1595, 0.1571, 0.1472, 0.1510, 0.1504]}

{"formula": "C3H6NOP", "method": "ωB97M-V/def2-TZVPD", "lumo_ha": -0.0039, "homo_lumo_gap_ha": 0.343, "relative_energy_kcal_mol": 83.6, "smiles": "C/C=C/O[PH]#N", "e_tot_ev": -16030.5806, "homo_energy_ev": -9.4, "symbols": ["C", "C", "C", "O", "P", "N", "H", "H", "H", "H", "H", "H"], "coordinates": [[0.718, 0.047, -1.313], [0.240, -0.166, 0.135], [-0.656, 0.699, 0.573], [-1.209, 0.493, 1.865], [-1.358, -1.004, 2.542], [-0.790, -2.194, 1.922], [0.294, 0.837, -1.932], [0.557, -0.933, -1.763], [1.706, 0.519, -1.115], [0.570, -1.061, 0.594], [-1.239, 1.372, -0.034], [-1.945, -0.169, 3.697]], "lowdin_charge": [-0.0927, -0.1574, -0.1871, -0.3839, 0.6708, -0.3071, 0.0651, 0.0760, 0.0841, 0.0586, 0.1172, 0.0565]}

{"formula": "C23H39O15S3V2", "method": "ωB97M-V/def2-TZVPD", "lumo_ha": [-0.0891, -0.0890], "homo_lumo_gap_ha": [0.172, 0.215], "multiplicity": 2, "s_squared": 0.759, "e_tot_ev": -139069.3691, "homo_energy_ev": [-7.1, -8.3], "symbols": ["O", "V", "O", "O", "V", "O", "C", "C", "C", "O", "H", "H", "H", "H", "H", "H", "H", "C", "C", "O", "S", "O", "O", "O", "H", "H", "H", "H", "O", "S", "O", "O", "C", "C", "C", "H", "H", "H", "H", "H", "H", "H", "H", "O", "S", "O", "O", "C", "C", "C", "H", "H", "H", "H", "H", "H", "H", "H", "C", "C", "C", "C", "C", "C", "H", "H", "H", "H", "H", "H", "C", "C", "C", "C", "C", "C", "H", "H", "H", "H", "H", "H"], "coordinates": [[-19.813, -20.664, -5.664], [-20.264, -21.537, -4.416], [-19.307, -21.190, -3.229], [-23.114, -21.201, -6.691], [-24.135, -21.318, -5.410], [-24.969, -20.041, -5.391], [-22.058, -18.891, -2.214], [-22.458, -20.310, -2.588], [-23.884, -20.613, -1.993], [-22.359, -20.668, -3.941], [-22.351, -18.477, -1.249], [-22.573, -18.317, -2.984], [-21.020, -18.659, -2.451], [-21.730, -20.912, -2.044], [-23.998, -20.184, -0.998], [-23.954, -21.684, -1.799], [-24.635, -20.204, -2.669], [-21.214, -14.019, -3.216], [-21.471, -15.396, -2.501], [-20.220, -15.910, -2.159], [-18.923, -14.884, -2.316], [-17.961, -15.425, -3.234], [-18.446, -14.500, -1.009], [-19.901, -13.650, -3.046], [-21.829, -13.232, -2.781], [-21.310, -13.928, -4.298], [-22.123, -15.976, -3.154], [-22.070, -15.154, -1.623], [-25.987, -24.860, -4.236], [-26.295, -23.656, -3.487], [-25.539, -22.443, -3.897], [-27.916, -23.405, -3.417], [-28.279, -22.040, -3.279], [-28.440, -21.546, -4.733], [-25.863, -23.953, -1.771], [-27.504, -21.497, -2.739], [-29.266, -21.859, -2.853], [-29.033, -20.632, -4.736], [-29.060, -22.218, -5.327], [-27.463, -21.422, -5.200], [-26.382, -23.183, -1.200], [-24.832, -23.694, -1.535], [-26.177, -24.947, -1.452], [-28.752, -17.161, 2.631], [-29.426, -18.399, 2.442], [-30.798, -18.468, 1.916], [-28.432, -19.392, 1.469], [-27.866, -18.869, 0.338], [-27.213, -20.070, -0.378], [-29.319, -19.281, 4.012], [-27.132, -18.065, 0.398], [-28.492, -18.570, -0.503], [-26.400, -20.356, 0.289], [-26.711, -19.946, -1.338], [-27.788, -20.981, -0.543], [-28.434, -18.922, 4.538], [-29.041, -20.312, 3.795], [-30.258, -19.089, 4.530], [-20.511, -18.349, -7.551], [-19.696, -17.531, -8.331], [-19.026, -16.388, -7.818], [-19.387, -15.982, -6.481], [-20.343, -16.717, -5.867], [-20.930, -17.892, -6.343], [-20.885, -19.218, -8.071], [-19.517, -17.844, -9.349], [-18.350, -15.793, -8.414], [-18.992, -15.075, -6.049], [-20.647, -16.377, -4.888], [-21.735, -18.420, -5.854], [-26.044, -17.135, -2.932], [-26.378, -15.865, -2.420], [-27.736, -15.514, -2.237], [-28.735, -16.476, -2.429], [-28.346, -17.701, -2.876], [-27.071, -18.064, -3.108], [-25.006, -17.301, -3.181], [-25.567, -15.256, -2.049], [-28.056, -14.563, -1.835], [-29.782, -16.336, -2.203], [-29.084, -18.489, -2.903], [-26.946, -19.016, -3.602]], "lowdin_spin": [0.0020, 0.9635, 0.0143, 0.0021, 0.0100, 0.0000, 0.0000, 0.0007, 0.0001, 0.0069, 0.0000, 0.0000, -0.0001, 0.0001, 0.0000, 0.0000, 0.0000, 0.0000, 0.0000, 0.0000, 0.0000, 0.0000, 0.0000, 0.0000, 0.0000, 0.0000, 0.0000, 0.0000, 0.0000, 0.0003, 0.0004, 0.0000, 0.0000, 0.0000, 0.0000, 0.0000, 0.0000, 0.0000, 0.0000, 0.0000, 0.0000, 0.0000, 0.0000, 0.0000, 0.0000, 0.0000, 0.0000, 0.0000, 0.0000, 0.0000, 0.0000, 0.0000, 0.0000, 0.0000, 0.0000, 0.0000, 0.0000, 0.0000, -0.0002, 0.0001, -0.0001, 0.0001, 0.0000, -0.0002, -0.0001, 0.0000, 0.0000, 0.0000, 0.0000, -0.0001, 0.0000, 0.0000, 0.0000, 0.0000, 0.0000, 0.0000, 0.0000, 0.0000, 0.0000, 0.0000, 0.0000, 0.0000]}

{"formula": "C4H15NO3", "method": "ωB97M-V/def2-TZVPD", "lumo_ha": -0.1601, "homo_lumo_gap_ha": 0.148, "relative_energy_kcal_mol": 205.4, "e_tot_ev": -12015.3129, "homo_energy_ev": -8.4, "symbols": ["C", "C", "C", "C", "N", "H", "H", "H", "H", "H", "H", "H", "H", "H", "H", "H", "O", "H", "H", "O", "H", "H", "O"], "coordinates": [[-1.058, 1.062, -0.556], [0.288, 1.126, 0.175], [1.372, 1.571, -0.758], [2.637, 1.188, -0.670], [-1.155, -0.007, -1.400], [-1.262, 2.043, -0.952], [-1.927, 1.037, 0.162], [0.677, 0.111, 0.539], [0.280, 1.631, 1.133], [1.204, 2.298, -1.543], [2.956, 0.471, 0.056], [3.364, 1.453, -1.412], [-1.312, 0.388, -2.354], [1.689, -0.981, -2.453], [2.196, -1.417, -2.148], [-1.012, -1.760, -0.366], [-0.944, -2.127, 0.470], [-0.011, -1.915, 0.691], [1.471, -2.131, 1.723], [1.389, -1.513, 1.008], [-2.008, -0.991, 1.355], [-3.264, -0.282, 1.960], [-2.357, -0.138, 1.664]], "lowdin_charge": [-0.2934, -0.1488, -0.1993, 0.0056, 0.2695, 0.1198, 0.1682, 0.0935, 0.1359, 0.0961, 0.0540, 0.0583, 0.1132, 0.0186, 0.0389, -0.0512, -0.0830, -0.0665, -0.0398, -0.2850, 0.0070, 0.0552, -0.0668]}

{"formula": "C16H44IN4O4", "method": "ωB97M-V/def2-TZVPD", "lumo_ha": 0.1033, "homo_lumo_gap_ha": 0.276, "relative_energy_kcal_mol": 26.7, "charge": -1, "e_tot_ev": -39556.7199, "homo_energy_ev": -4.7, "symbols": ["I", "C", "C", "C", "O", "C", "N", "H", "H", "H", "H", "H", "H", "H", "H", "H", "H", "H", "C", "C", "C", "O", "C", "N", "H", "H", "H", "H", "H", "H", "H", "H", "H", "H", "H", "C", "C", "C", "O", "C", "N", "H", "H", "H", "H", "H", "H", "H", "H", "H", "H", "H", "C", "C", "C", "O", "C", "N", "H", "H", "H", "H", "H", "H", "H", "H", "H", "H", "H"], "coordinates": [[-5.590, -5.301, -11.060], [-9.278, -1.509, -11.024], [-7.824, -1.094, -10.482], [-7.816, 0.292, -9.848], [-8.346, 1.286, -10.783], [-7.566, 1.590, -11.898], [-7.307, -2.082, -9.501], [-9.639, -0.778, -11.747], [-10.070, -1.439, -10.278], [-9.256, -2.529, -11.406], [-7.072, -1.063, -11.270], [-6.809, 0.629, -9.600], [-8.452, 0.319, -8.963], [-8.038, 2.212, -12.659], [-7.239, 0.739, -12.496], [-6.693, 2.172, -11.603], [-7.020, -2.945, -9.941], [-6.459, -1.715, -9.094], [-8.442, -3.965, -14.202], [-9.414, -4.947, -13.459], [-10.738, -5.337, -14.253], [-11.621, -4.183, -14.375], [-12.852, -4.615, -14.937], [-8.609, -6.154, -13.294], [-7.626, -3.548, -13.611], [-8.989, -3.058, -14.458], [-8.039, -4.456, -15.088], [-9.554, -4.421, -12.514], [-11.192, -6.193, -13.752], [-10.482, -5.657, -15.263], [-13.541, -3.771, -14.888], [-13.300, -5.452, -14.401], [-12.759, -4.896, -15.986], [-8.117, -6.134, -12.412], [-7.840, -5.926, -13.909], [-1.765, -7.163, -10.780], [-1.592, -6.342, -9.504], [-1.323, -4.840, -9.750], [-0.201, -4.598, -10.614], [1.049, -5.026, -10.043], [-2.759, -6.527, -8.634], [-0.799, -7.103, -11.282], [-2.562, -6.819, -11.439], [-1.940, -8.194, -10.472], [-0.772, -6.745, -8.910], [-1.259, -4.258, -8.831], [-2.109, -4.392, -10.357], [1.855, -4.853, -10.756], [0.958, -6.055, -9.698], [1.222, -4.428, -9.148], [-3.018, -7.501, -8.693], [-3.508, -5.972, -9.024], [-4.326, -4.526, -15.535], [-4.409, -6.088, -15.421], [-3.106, -6.633, -14.859], [-3.055, -8.073, -14.854], [-1.729, -8.568, -14.626], [-5.563, -6.461, -14.656], [-5.285, -4.038, -15.708], [-3.585, -4.170, -16.251], [-4.033, -4.069, -14.590], [-4.591, -6.483, -16.421], [-2.834, -6.270, -13.868], [-2.345, -6.185, -15.498], [-1.715, -9.658, -14.609], [-1.249, -8.165, -13.734], [-1.095, -8.324, -15.478], [-5.519, -5.980, -13.769], [-5.461, -7.450, -14.478]], "lowdin_charge": [-0.2337, -0.0189, -0.4012, -0.1686, -0.2058, -0.1486, 0.0248, 0.0624, 0.0689, 0.0477, 0.1144, 0.1160, 0.1244, 0.0809, 0.0788, 0.0799, -0.0641, 0.0551, -0.0826, -0.3841, -0.1598, -0.1958, -0.1427, 0.0222, 0.0581, 0.0630, 0.0671, 0.1117, 0.1069, 0.1149, 0.0796, 0.0779, 0.0781, -0.0318, -0.0016, -0.0682, -0.4507, -0.1820, -0.2091, -0.1033, 0.0244, 0.0628, 0.0423, 0.0752, 0.1105, 0.1192, 0.1094, 0.0840, 0.0669, 0.0793, 0.0574, -0.0429, -0.0543, -0.4331, -0.2040, -0.1839, -0.1085, 0.0349, 0.0642, 0.0647, 0.0680, 0.1299, 0.1163, 0.1128, 0.0811, 0.0718, 0.0757, -0.0777, 0.0740]}

{"formula": "C8H16N3O3", "method": "ωB97M-V/def2-TZVPD", "lumo_ha": 0.0983, "homo_lumo_gap_ha": 0.178, "charge": -1, "e_tot_ev": -19161.9165, "homo_energy_ev": -2.2, "symbols": ["C", "C", "N", "O", "H", "H", "C", "O", "N", "C", "C", "H", "H", "H", "H", "H", "H", "H", "C", "O", "N", "C", "C", "H", "H", "H", "H", "H", "H", "H"], "coordinates": [[2.948, -4.330, 0.000], [1.653, -3.729, -0.025], [0.128, -3.516, -0.133], [-0.454, -4.636, -0.622], [3.961, -4.902, -0.270], [-0.683, -5.175, 0.200], [1.927, -0.398, -1.608], [3.086, -0.185, -1.277], [1.002, 0.565, -1.950], [-0.354, 0.230, -2.330], [1.398, 1.958, -1.928], [1.522, -1.423, -1.658], [-0.537, 0.595, -3.345], [-1.046, 0.713, -1.635], [-0.515, -0.852, -2.304], [2.234, 2.102, -2.620], [1.727, 2.219, -0.918], [0.563, 2.601, -2.221], [-0.405, 1.526, 1.046], [-0.377, 2.207, 0.029], [-1.431, 1.505, 1.967], [-1.388, 0.668, 3.148], [-2.590, 2.345, 1.747], [0.425, 0.850, 1.310], [-2.240, -0.018, 3.127], [-1.452, 1.306, 4.035], [-0.462, 0.089, 3.188], [-3.052, 2.073, 0.793], [-2.268, 3.390, 1.697], [-3.315, 2.222, 2.556]], "lowdin_charge": [-0.1180, -0.2686, -0.2991, -0.2801, -0.0255, 0.0732, -0.3256, -0.0190, -0.1954, -0.0702, -0.0904, 0.1075, 0.0790, 0.0637, 0.0861, 0.0829, 0.0761, 0.0797, -0.2842, -0.0209, -0.2034, -0.0645, -0.0571, 0.1480, 0.0896, 0.0829, 0.0916, 0.0906, 0.0880, 0.0833]}

Copy entry 2 word for word.
{"formula": "C3H6NOP", "method": "ωB97M-V/def2-TZVPD", "lumo_ha": -0.0039, "homo_lumo_gap_ha": 0.343, "relative_energy_kcal_mol": 83.6, "smiles": "C/C=C/O[PH]#N", "e_tot_ev": -16030.5806, "homo_energy_ev": -9.4, "symbols": ["C", "C", "C", "O", "P", "N", "H", "H", "H", "H", "H", "H"], "coordinates": [[0.718, 0.047, -1.313], [0.240, -0.166, 0.135], [-0.656, 0.699, 0.573], [-1.209, 0.493, 1.865], [-1.358, -1.004, 2.542], [-0.790, -2.194, 1.922], [0.294, 0.837, -1.932], [0.557, -0.933, -1.763], [1.706, 0.519, -1.115], [0.570, -1.061, 0.594], [-1.239, 1.372, -0.034], [-1.945, -0.169, 3.697]], "lowdin_charge": [-0.0927, -0.1574, -0.1871, -0.3839, 0.6708, -0.3071, 0.0651, 0.0760, 0.0841, 0.0586, 0.1172, 0.0565]}